# 1
{
  "formula": "C6H9NS",
  "method": "ωB97M-V/def2-TZVPD",
  "symbols": ["C", "C", "C", "C", "C", "S", "C", "N", "H", "H", "H", "H", "H", "H", "H", "H", "H"],
  "coordinates": [[-0.95641, 1.43864, -0.07061], [0.51904, 1.41505, -0.30514], [1.15110, 0.04053, -0.84207], [0.83161, -0.95660, 0.35649], [-0.50177, -1.78213, -0.17952], [-1.14883, -1.66161, -1.71874], [-1.29800, -2.28981, 0.94053], [-1.64774, -2.03520, 2.12629], [-1.40788, 2.41583, 0.38585], [-1.30224, 1.20183, -1.01764], [-1.36519, 0.81620, 0.67260], [0.88864, 2.32993, -0.74786], [0.77010, 1.43097, 0.78858], [2.19339, 0.07855, -0.63651], [0.97332, -0.39636, -1.98525], [0.66365, -0.18815, 1.39823], [1.63722, -1.85766, 0.83477]],
  "nbo_charge": [-0.622, -0.392, -0.459, -0.448, -0.197, 0.134, 0.195, -0.237, 0.217, 0.204, 0.210, 0.220, 0.189, 0.218, 0.256, 0.255, 0.259],
  "e_homo_ev": -9.42,
  "lumo_ev": -1.6,
  "e_above_lowest_ev": 5.387
}

=====

# 2
{
  "formula": "CNO3S2",
  "method": "ωB97M-V/def2-TZVPD",
  "symbols": ["C", "N", "O", "O", "O", "S", "S"],
  "coordinates": [[1.20238, -0.06542, -0.49563], [0.18669, -1.34828, 0.00056], [1.27308, 0.63489, -1.45581], [-1.13930, 0.90927, 0.14021], [-2.28138, -0.85390, 1.18134], [1.46797, -0.66042, 0.99561], [-1.55690, -0.42592, -0.03319]],
  "nbo_charge": [0.475, -0.863, -0.539, -1.028, -1.023, 0.334, 1.644],
  "total_charge": -1,
  "e_homo_ev": -3.93,
  "lumo_ev": 3.3,
  "e_above_lowest_ev": 2.670
}

=====

# 3
{
  "formula": "C7H20NO2Si",
  "method": "ωB97M-V/def2-TZVPD",
  "symbols": ["C", "C", "C", "C", "C", "C", "C", "N", "O", "O", "Si", "H", "H", "H", "H", "H", "H", "H", "H", "H", "H", "H", "H", "H", "H", "H", "H", "H", "H", "H", "H"],
  "coordinates": [[-2.27059, -0.06084, -0.23814], [-0.59820, 2.34665, -0.28613], [-1.05085, 1.87186, 2.05584], [0.06435, -3.22677, 0.36382], [3.10987, 0.37227, 0.37838], [0.65155, -1.07045, -2.71983], [-0.91083, -0.05643, 0.45740], [-0.41253, 1.30393, 0.81872], [1.04846, -2.34847, 0.00061], [2.40659, -0.20274, -0.73123], [1.06851, -1.05915, -0.91057], [-2.26101, 0.08116, -1.26229], [-2.92401, 0.59376, 0.27496], [-2.67912, -1.10160, -0.12434], [-0.34934, 1.85252, -1.25489], [-1.61925, 2.82482, -0.52195], [-0.03037, 3.18385, -0.14662], [-0.35431, 2.44602, 2.61830], [-1.84707, 2.50813, 1.80795], [-1.51059, 1.17286, 2.75712], [-0.51554, -2.98957, 1.24846], [0.52298, -4.20162, 0.53419], [-0.66322, -3.30097, -0.42477], [4.02118, 0.83570, 0.11844], [3.25522, -0.23788, 1.27133], [2.47442, 1.20047, 0.83646], [-0.15351, -0.38559, -2.81942], [1.51489, -0.85185, -3.43112], [0.19259, -2.08460, -3.01433], [-0.82579, -0.59344, 1.31556], [0.64553, 1.17798, 1.02811]],
  "nbo_charge": [-0.664, -0.431, -0.437, -0.236, -0.217, -1.202, -0.335, -0.394, -0.915, -0.919, 2.134, 0.218, 0.206, 0.244, 0.231, 0.254, 0.226, 0.228, 0.225, 0.240, 0.177, 0.206, 0.170, 0.218, 0.201, 0.125, 0.248, 0.290, 0.272, 0.183, 0.450],
  "total_charge": 1,
  "e_homo_ev": -12.13,
  "lumo_ev": -2.7,
  "e_above_lowest_ev": 2.811
}

=====

# 4
{
  "formula": "C25H8Cl68O5S",
  "method": "ωB97M-V/def2-TZVPD",
  "symbols": ["C", "C", "C", "C", "C", "C", "S", "O", "O", "C", "O", "O", "C", "O", "H", "H", "H", "H", "H", "H", "H", "H", "C", "Cl", "Cl", "Cl", "Cl", "C", "Cl", "Cl", "Cl", "Cl", "C", "Cl", "Cl", "Cl", "Cl", "C", "Cl", "Cl", "Cl", "Cl", "C", "Cl", "Cl", "Cl", "Cl", "C", "Cl", "Cl", "Cl", "Cl", "C", "Cl", "Cl", "Cl", "Cl", "C", "Cl", "Cl", "Cl", "Cl", "C", "Cl", "Cl", "Cl", "Cl", "C", "Cl", "Cl", "Cl", "Cl", "C", "Cl", "Cl", "Cl", "Cl", "C", "Cl", "Cl", "Cl", "Cl", "C", "Cl", "Cl", "Cl", "Cl", "C", "Cl", "Cl", "Cl", "Cl", "C", "Cl", "Cl", "Cl", "Cl", "C", "Cl", "Cl", "Cl", "Cl", "C", "Cl", "Cl", "Cl", "Cl"],
  "coordinates": [[1.59962, -1.07320, 1.57180], [1.03927, 0.03184, 1.10614], [0.08256, 0.83491, 1.95312], [-1.33809, 0.80338, 1.50305], [-2.32073, -0.06985, 1.70108], [-2.24412, -1.36851, 2.44375], [-1.82861, -2.63937, 1.19680], [-2.11843, -3.95278, 1.68384], [-2.52397, -2.23481, 0.00726], [-3.58750, 0.44949, 1.04479], [-4.53982, -0.11736, 0.61720], [-3.34296, 1.84289, 1.00985], [-2.01056, 1.87415, 0.64348], [-1.47907, 2.53164, -0.19697], [2.14847, -1.70531, 0.88586], [1.55518, -1.34362, 2.63139], [1.29101, 0.40842, 0.12246], [0.41358, 1.87717, 1.90912], [0.14486, 0.51246, 2.99356], [-1.44470, -1.35447, 3.18375], [-3.20876, -1.66729, 2.84568], [-0.49558, -2.48380, 0.94027], [-0.61128, 6.15308, 0.75002], [-0.40581, 7.69808, 1.58209], [-0.29186, 4.82813, 1.88564], [-2.25601, 6.02671, 0.13598], [0.52710, 6.04772, -0.59714], [-2.27828, 5.66426, -4.34346], [-2.08745, 7.22790, -3.53900], [-2.00364, 4.36050, -3.18006], [-3.91614, 5.52681, -4.98440], [-1.10631, 5.53403, -5.66151], [4.09248, 1.75521, 3.94957], [3.14536, 0.64543, 2.93124], [4.95371, 0.83621, 5.19095], [5.25468, 2.62603, 2.94445], [2.99627, 2.90953, 4.72104], [-2.05217, -3.96620, -3.56388], [-1.97262, -4.40122, -5.27859], [-2.78187, -2.37051, -3.39052], [-3.02541, -5.15884, -2.69824], [-0.41731, -3.94646, -2.89156], [3.31985, -5.70929, -2.71433], [3.17313, -7.38161, -2.15250], [2.94849, -4.61964, -1.36993], [4.96842, -5.42260, -3.27551], [2.18722, -5.41440, -4.02836], [2.16329, -8.23925, -7.03349], [2.72905, -8.16209, -5.36408], [3.53971, -8.55143, -8.09857], [0.97652, -9.53809, -7.19932], [1.41370, -6.69631, -7.47267], [7.29949, -8.73095, -9.35234], [7.46501, -9.24871, -7.66990], [7.25062, -6.96572, -9.42388], [8.67339, -9.32338, -10.29225], [5.80145, -9.38150, -10.02823], [1.43066, -5.04088, 3.66909], [2.36980, -5.26569, 5.15186], [1.39066, -3.31202, 3.24050], [2.19066, -5.93175, 2.35127], [-0.21379, -5.61597, 3.91591], [9.03517, -6.28068, -3.10184], [8.22622, -6.02875, -1.55205], [8.26183, -5.29233, -4.35017], [10.73549, -5.82093, -2.96135], [8.92010, -7.98699, -3.54916], [-1.18048, 8.10931, 5.70899], [-2.92419, 8.38204, 5.58210], [-0.67598, 6.94703, 4.47794], [-0.32774, 9.63860, 5.45646], [-0.80030, 7.48119, 7.31847], [-6.60234, 9.65572, 6.95582], [-5.83240, 8.62322, 5.74407], [-5.53889, 11.01148, 7.32507], [-8.13690, 10.26117, 6.31714], [-6.89904, 8.72494, 8.42793], [-4.04901, 13.77348, 4.25784], [-5.08014, 14.18315, 5.63770], [-3.59029, 12.06721, 4.33346], [-4.93280, 14.07870, 2.75849], [-2.59154, 14.77374, 4.29704], [-8.81311, 14.90102, 7.10135], [-9.82626, 15.35065, 8.47899], [-8.41521, 13.18177, 7.20808], [-9.68972, 15.21110, 5.59899], [-7.33137, 15.87179, 7.12048], [6.55436, -8.63717, 1.14042], [6.41152, -10.29634, 1.73464], [6.19899, -7.50744, 2.45369], [8.19662, -8.36132, 0.55001], [5.40506, -8.38055, -0.17800], [4.95004, -8.03437, -13.71482], [4.08840, -7.87035, -12.18270], [4.19282, -7.00520, -14.93583], [6.63463, -7.54542, -13.49083], [4.89186, -9.71989, -14.24398], [-6.15053, 2.69607, -3.29892], [-5.98593, 4.26973, -2.50727], [-5.78005, 1.42649, -2.13331], [-7.80734, 2.50802, -3.88628], [-5.02237, 2.58565, -4.65773], [-2.21434, -6.33062, 7.23670], [-2.96820, -6.80974, 5.70917], [-2.94410, -7.24274, 8.56223], [-0.48072, -6.66653, 7.17588], [-2.46992, -4.60064, 7.49999]],
  "lowdin_charge": [-0.222, -0.201, -0.139, -0.051, -0.126, -0.133, 0.660, -0.351, -0.355, -0.348, 0.183, 0.125, -0.387, 0.137, 0.071, -0.067, 0.126, 0.099, 0.122, 0.104, 0.122, 0.065, -2.021, 0.502, 0.525, 0.537, 0.534, -2.037, 0.515, 0.509, 0.490, 0.527, -2.013, 0.650, 0.529, 0.533, 0.523, -2.047, 0.517, 0.541, 0.537, 0.484, -2.020, 0.492, 0.514, 0.519, 0.480, -2.028, 0.491, 0.491, 0.536, 0.520, -2.039, 0.524, 0.524, 0.530, 0.458, -1.997, 0.530, 0.608, 0.538, 0.531, -2.042, 0.486, 0.510, 0.531, 0.523, -2.025, 0.473, 0.477, 0.526, 0.529, -2.023, 0.492, 0.509, 0.507, 0.539, -2.041, 0.477, 0.501, 0.530, 0.526, -2.036, 0.527, 0.478, 0.530, 0.498, -2.041, 0.530, 0.521, 0.498, 0.485, -2.051, 0.492, 0.527, 0.515, 0.524, -2.043, 0.506, 0.546, 0.527, 0.492, -2.054, 0.514, 0.527, 0.499, 0.518],
  "e_homo_ev": -10.48,
  "lumo_ev": -0.8
}